This record from OMol25 describes a structure of composition C17H20N2O5S in a non-equilibrium geometry. The level of theory is wB97M-V/def2-TZVPD.

Computed properties:
**Lowest unoccupied orbital energy**: 0.045 eV
**Orbital gap**: 8.55 eV
**2S+1**: 1

CARTESIAN COORDINATES (ANGSTROEM)
C: -1.79622 0.75487 -4.85817
H: -1.49675 0.18605 -5.72627
H: -1.63213 1.85690 -5.36380
H: -2.74041 0.63665 -4.53527
O: -0.70930 0.68385 -3.68640
C: -0.91234 1.21973 -2.53605
C: -1.97813 2.13549 -2.24989
C: -1.80546 2.90698 -1.22668
C: -0.91577 2.59911 -0.18576
C: -0.02640 1.74796 -0.42446
C: 0.13377 0.82274 -1.74440
O: 1.25165 -0.00228 -1.68613
C: 1.67955 -0.16244 -2.79085
H: 2.55202 -0.88937 -2.74277
H: 1.94946 0.58048 -3.55010
H: 0.88352 -1.12028 -3.34904
H: 0.65015 1.58936 0.41245
N: -1.21456 3.24414 1.10062
C: -0.82490 2.86972 2.14063
O: -0.97615 3.49503 3.22592
C: -0.45499 1.39663 2.43114
C: 0.54126 0.75430 3.06256
C: 0.94369 -0.46798 2.97268
C: 0.04293 -1.47627 2.43778
C: -0.80485 -0.89690 1.72677
C: -1.42236 0.47331 1.79079
H: -2.38419 0.84428 1.54889
H: -1.68753 -1.67833 1.29049
N: 0.50585 -2.73359 2.44688
S: 2.14165 -2.91878 2.12443
O: 2.42755 -4.32906 1.60335
O: 3.09346 -2.45931 3.28404
C: 2.63742 -1.86845 0.66432
H: 1.85640 -1.81323 0.09552
H: 2.80114 -0.83512 1.15258
H: 3.57348 -2.35855 0.11233
C: -0.16834 -3.56364 1.80224
H: -1.43760 -3.84637 2.45753
H: 0.22311 -4.65133 1.87489
H: -0.58928 -3.66902 0.77437
H: 1.67628 -0.66797 3.56162
H: 1.10397 1.44766 3.57587
H: -1.50613 4.16607 1.08585
H: -2.74541 3.64332 -0.92810
H: -2.43910 2.35364 -3.17239

natural (NBO) atomic charge list, values in e, 2 entries: C -0.2626; H 0.2204

This record from OMol25 describes a structure of composition C25H24CrN3O5S2. The level of theory is wB97M-V/def2-TZVPD.

Computed properties:
**Lowest unoccupied orbital energy (alpha / beta)**: -0.095 / -0.213 eV
**Orbital gap (alpha / beta)**: 7.46 / 7.50 eV
**2S+1**: 4

CARTESIAN COORDINATES (ANGSTROEM)
Cr: -1.11597 0.96016 -0.05193
C: 6.48039 2.11437 0.64516
C: 5.04563 2.24260 0.20044
C: 4.05885 2.71522 1.05962
C: 2.73937 2.85382 0.63829
C: 2.40365 2.50122 -0.66027
C: 3.37501 2.02495 -1.53490
C: 4.68066 1.89963 -1.10219
S: 0.75045 2.64238 -1.27322
O: 0.71728 3.76729 -2.15959
O: 0.45905 1.31052 -1.84707
N: -0.19783 2.73151 -0.02080
C: -1.15927 3.84598 0.07428
C: -2.51692 3.36470 -0.42069
O: -3.43610 4.11919 -0.59685
O: -2.58838 2.04765 -0.61012
H: 6.57681 2.25473 1.72095
H: 7.10707 2.86085 0.15211
H: 6.88515 1.13314 0.39220
H: 4.32146 2.98421 2.07649
H: 1.97390 3.21826 1.31432
H: 3.10294 1.75233 -2.54827
H: 5.43435 1.52593 -1.78703
H: -0.85551 4.70822 -0.51447
H: -1.26438 4.15338 1.11381
C: -2.24033 -0.43453 -2.59455
C: -2.91768 -0.97984 -1.37583
C: -3.96490 -1.92182 -1.48692
C: -4.54830 -2.41637 -0.36368
C: -4.14050 -1.95980 0.90818
C: -4.72142 -2.41686 2.11412
C: -4.30409 -1.88583 3.29782
C: -3.32337 -0.86963 3.33311
C: -2.73421 -0.39969 2.18718
S: -1.57124 0.91521 2.21038
C: -3.12778 -0.98611 0.95054
N: -2.51175 -0.55405 -0.19663
H: -2.58749 -0.93765 -3.49503
H: -1.16044 -0.56566 -2.51802
H: -2.45101 0.63316 -2.69167
H: -4.28107 -2.23767 -2.47220
H: -5.34455 -3.14951 -0.43216
H: -5.49580 -3.17369 2.07667
H: -4.74136 -2.23015 4.22654
H: -3.03508 -0.43218 4.28175
O: 0.83856 0.01956 0.61749
C: 1.79535 -0.82281 -0.03866
C: 1.23873 -2.20707 -0.18187
C: 2.02711 -3.32199 0.07040
C: 1.47665 -4.57948 -0.10944
C: 0.15759 -4.68098 -0.51882
C: -0.55052 -3.51117 -0.73941
N: -0.02449 -2.29537 -0.58847
H: 1.31817 0.79553 0.93803
H: 2.69979 -0.85167 0.56882
H: 2.04078 -0.41254 -1.01834
H: 3.04759 -3.20237 0.41355
H: 2.06463 -5.46820 0.08190
H: -0.31715 -5.64276 -0.65959
H: -1.58811 -3.54820 -1.05550

natural (NBO) atomic charge list, values in e, 2 entries: Cr 1.2667; C -0.6317

This record from OMol25 describes the molecule C19H17N3O4 in a non-equilibrium geometry. The level of theory is wB97M-V/def2-TZVPD.

Computed properties:
**Lowest unoccupied orbital energy**: 0.392 eV
**Orbital gap**: 8.49 eV
**2S+1**: 1

CARTESIAN COORDINATES (ANGSTROEM)
C: 1.65673 4.81738 -3.39909
H: 1.72725 5.87520 -3.64667
O: 2.70836 4.19377 -4.09456
C: 2.85469 2.84488 -3.99375
C: 3.90475 2.29236 -4.73158
C: 4.12657 0.93155 -4.71680
C: 3.31543 0.09942 -3.96350
C: 2.28669 0.64104 -3.20495
C: 2.04971 2.01460 -3.22396
H: 1.21311 2.42187 -2.67590
C: 1.43361 -0.29672 -2.41390
O: 1.15749 -1.40919 -2.80872
N: 1.03107 0.22561 -1.21580
C: 0.23172 -0.35559 -0.23059
C: -0.37451 -1.60162 -0.38834
N: -1.14025 -2.15306 0.53155
C: -1.34987 -1.49781 1.66789
C: -0.79239 -0.24834 1.93007
C: 0.01280 0.34042 0.97148
C: 0.62404 1.68654 1.22721
H: 1.71241 1.63889 1.17370
H: 0.34839 2.03433 2.21885
H: 0.26976 2.41980 0.50124
H: -0.99221 0.24213 2.86773
N: -2.17167 -2.17721 2.55686
C: -2.59409 -1.79558 3.79763
O: -2.30159 -0.75076 4.34588
C: -3.46541 -2.79323 4.43602
C: -4.07053 -2.75908 5.66729
C: -4.79276 -3.96489 5.78473
C: -4.57754 -4.64415 4.62261
O: -3.78009 -3.94992 3.80202
H: -4.92608 -5.59733 4.27599
H: -5.38833 -4.28304 6.61523
H: -3.99555 -1.96525 6.38084
H: -2.48334 -3.07323 2.20228
H: -0.23248 -2.17343 -1.29186
H: 1.40205 1.13357 -0.97729
H: 3.46621 -0.96839 -3.94999
H: 4.93355 0.51485 -5.29987
H: 4.52030 2.95684 -5.31668
H: 0.68056 4.43764 -3.71770
H: 1.76143 4.69517 -2.31557

natural (NBO) atomic charge list, values in e, 2 entries: C -0.2527; H 0.2045